The following is a quantum chemistry calculation of one molecule with the formula C2H4N2O at a distorted geometry, from OMol25.

SMILES: Oc1c[nH][nH]1
total charge: 0
orbital gap: 9.26 eV

Geometry as XYZ:
```
9
Properties=species:S:1:pos:R:3:lowdin_charge:R:1
O -1.93 -0.17 0.01 0.02
C -0.58 0.01 0.11 -0.42
C 0.38 0.95 0.11 -0.01
N 1.41 -0.21 -0.08 -0.05
N 0.32 -1.14 0.20 0.00
H -2.51 0.42 -0.58 0.16
H 0.74 2.01 0.13 0.10
H 2.01 -0.16 0.75 0.08
H 0.17 -1.72 -0.65 0.12
```